(1)
99
Properties=species:S:1:pos:R:3:mulliken_spin:R:1 method="wB97M-V/def2-TZVPD" mol_weight_g_mol=1050.5 total_charge=+3 lumo_ev="-11.331 / -10.354" multiplicity=3 de_lowest_kcal_mol=38.9 energy_ha=-5322.115917
Mo 0.32629 -0.31218 0.50051 2.43
C 0.48819 -1.72048 2.39971 0.00
C -0.60451 -0.83548 2.61601 -0.22
C -0.05131 0.51562 2.71041 0.16
C 1.34179 0.37142 2.43461 -0.07
C 1.71269 -1.01618 2.35991 -0.23
C 3.06339 -1.59018 2.68521 0.01
C 3.11319 -1.49848 4.23091 -0.01
C 3.16419 -3.06008 2.27531 -0.01
C 4.25499 -0.80318 2.12881 0.00
C -0.55581 1.78692 3.39701 0.06
C -1.57511 2.58642 2.56001 0.00
C 0.62409 2.72192 3.72191 0.00
C -1.15861 1.40422 4.76171 0.00
C -1.99041 -1.41408 2.84391 0.00
C -3.09061 -0.45618 2.38761 0.01
C -2.14761 -2.69118 2.00091 -0.01
C -2.15631 -1.82908 4.31591 -0.01
H 0.42279 -2.79778 2.44851 0.01
H 2.06429 1.16182 2.57571 -0.01
H 2.21639 -1.90808 4.68711 0.00
H 3.24019 -0.47068 4.55971 0.00
H 3.96419 -2.07928 4.57511 0.00
H 2.45629 -3.66648 2.83191 0.00
H 4.15479 -3.43638 2.50931 0.00
H 2.99749 -3.19508 1.20611 0.01
H 4.07379 0.27122 2.09651 0.00
H 4.53119 -1.14878 1.13391 0.00
H 5.11989 -0.96008 2.76871 0.00
H -1.11441 3.48552 2.16051 0.00
H -2.41201 2.89292 3.18091 0.00
H -1.95841 2.01322 1.71631 0.02
H 1.13669 3.08372 2.83161 0.00
H 1.33669 2.23922 4.38791 0.00
H 0.23509 3.58872 4.25131 0.00
H -2.15201 0.98342 4.66731 0.00
H -1.24481 2.30212 5.36871 0.00
H -0.51421 0.70652 5.29201 0.00
H -2.96471 -0.24098 1.31971 0.01
H -3.09071 0.47302 2.93981 0.01
H -4.06071 -0.92298 2.53001 0.00
H -1.92421 -2.49318 0.94581 0.00
H -3.17691 -3.03428 2.05751 0.00
H -1.53071 -3.50558 2.36781 0.00
H -2.16531 -0.99298 5.00301 0.00
H -1.36411 -2.51038 4.61551 0.00
H -3.10501 -2.34878 4.41861 0.00
I 2.82309 0.23662 -0.65319 -0.04
C 2.86509 0.66422 -2.75139 0.01
C 4.05429 0.29542 -3.33899 -0.01
C 4.33549 0.68742 -4.65029 0.00
C 3.44629 1.48812 -5.31059 0.00
C 2.21789 1.85992 -4.72549 0.00
C 1.33959 2.69542 -5.44079 0.00
C 0.13599 3.07092 -4.90729 0.00
C -0.24221 2.58672 -3.65639 -0.01
C 0.57599 1.74512 -2.91599 0.03
P -0.24631 1.26122 -1.33639 -0.15
C -0.35311 2.93502 -0.62109 -0.03
C -1.45651 3.77632 -0.73489 0.02
C -1.36851 5.08102 -0.27449 0.00
C -0.19371 5.55912 0.28421 0.00
C 0.91139 4.72622 0.37881 0.00
C 0.83119 3.42062 -0.06579 -0.01
C -1.86941 0.69072 -1.92529 -0.01
C -1.91641 -0.02858 -3.12589 0.02
C -3.12831 -0.45198 -3.63499 0.00
C -4.30481 -0.19748 -2.94139 -0.02
C -4.26441 0.48452 -1.73449 0.00
C -3.05591 0.92572 -1.22029 0.02
C 1.86379 1.40752 -3.40739 0.02
H 4.79149 -0.26938 -2.78869 0.00
H 5.26329 0.39202 -5.11259 0.00
H 3.66409 1.85172 -6.30279 0.00
H 1.64249 3.04662 -6.41559 0.00
H -0.53171 3.72202 -5.44979 0.00
H -1.20721 2.87982 -3.26149 0.00
H -2.37311 3.44012 -1.19489 0.00
H -2.22461 5.73022 -0.37319 0.00
H -0.13371 6.58022 0.62941 0.00
H 1.83899 5.10112 0.78091 0.00
H 1.71289 2.79042 -0.02169 -0.01
H -0.99951 -0.22388 -3.66939 0.00
H -3.15611 -0.97498 -4.57899 0.00
H -5.24921 -0.53118 -3.34289 0.00
H -5.18261 0.68442 -1.20399 0.00
H -3.04381 1.49222 -0.29899 0.00
Br -2.73081 -3.25048 -1.75169 0.00
C -1.52991 -4.31768 -2.75829 0.00
C -2.00811 -5.26738 -3.65069 0.00
C -1.11951 -6.06278 -4.35669 0.00
C 0.24639 -5.90908 -4.18099 0.00
C 0.73689 -4.95778 -3.29839 -0.01
C -0.16311 -4.17618 -2.60419 0.02
I 0.65959 -2.76248 -1.19209 0.02
H -3.07331 -5.39238 -3.77229 0.00
H -1.50251 -6.81138 -5.03559 0.00
H 0.94329 -6.53438 -4.71419 0.00
H 1.79889 -4.83908 -3.14809 0.00

---

(2)
56
Properties=species:S:1:pos:R:3:nbo_charge:R:1 method="wB97M-V/def2-TZVPD" mol_weight_g_mol=548.0 total_charge=0 lumo_ev=-1.192 smiles="CCOB(O)c1c(C(F)(F)C(F)F)c(F)c2ncc(B(O)O)nc2c1CC(=O)F.CCOS(C)(=O)=O" energy_ha=-2418.535707
C -2.12037 2.97214 0.27386 -0.64
C -0.79111 2.33912 -0.16339 -0.08
O -0.48445 1.20274 0.65452 -0.74
B -0.87162 -0.04027 0.21067 1.15
O -1.51263 -0.79971 1.14041 -0.86
C -0.53039 -0.63492 -1.24354 -0.39
C -1.52690 -1.03691 -2.20843 -0.19
C -2.99466 -0.94929 -1.87598 0.63
F -3.28753 -1.62024 -0.72626 -0.33
F -3.76019 -1.52851 -2.82107 -0.30
C -3.53471 0.50109 -1.68892 0.51
F -4.80214 0.55335 -2.15720 -0.32
F -2.81671 1.38496 -2.40685 -0.33
C -1.08509 -1.50544 -3.41836 0.51
F -1.92195 -1.86347 -4.38876 -0.29
C 0.29029 -1.63808 -3.72526 0.03
N 0.62712 -2.13681 -4.94651 -0.33
C 1.90884 -2.20592 -5.18108 0.04
C 2.88689 -1.79718 -4.24074 -0.13
B 4.43230 -1.91411 -4.63320 1.10
O 4.91176 -3.08898 -5.13691 -0.88
O 5.24983 -0.82856 -4.48030 -0.87
N 2.58984 -1.34434 -3.03986 -0.37
C 1.24899 -1.26987 -2.79149 0.10
C 0.80991 -0.76958 -1.52586 0.11
C 1.88095 -0.39429 -0.52261 -0.60
C 2.19365 1.07053 -0.48359 0.90
O 2.69303 1.61675 0.42458 -0.53
F 1.87173 1.75659 -1.57979 -0.34
H -2.65872 3.41741 -0.55700 0.22
H -2.71302 2.22363 0.79513 0.21
H -1.89889 3.75359 0.99543 0.22
H -0.02240 3.07948 0.05135 0.19
H -0.72825 2.14545 -1.23161 0.19
H -1.43621 -1.73164 0.90641 0.50
H -3.60076 0.74199 -0.62803 0.16
H 2.21908 -2.57646 -6.14875 0.21
H 5.51269 -2.89111 -5.86548 0.50
H 4.73412 -0.01893 -4.56003 0.50
H 1.65821 -0.75357 0.47766 0.26
H 2.82624 -0.86315 -0.79005 0.29
C -1.36204 0.23588 7.27268 -0.64
C -1.67757 -0.03434 5.81429 -0.08
O -0.89758 0.78188 4.92198 -0.72
S 0.62761 0.37897 4.68580 2.38
C 0.92170 1.40207 3.29287 -0.91
O 0.67635 -0.99810 4.28859 -0.95
O 1.40511 0.83609 5.79716 -0.94
H -0.35134 -0.08255 7.52402 0.23
H -2.05901 -0.30454 7.91414 0.21
H -1.43180 1.30190 7.48890 0.22
H -1.54196 -1.08851 5.56659 0.20
H -2.71650 0.21660 5.60749 0.19
H 0.28987 1.06107 2.46838 0.28
H 1.97331 1.30373 3.03514 0.26
H 0.69711 2.43238 3.55888 0.25

---

(3)
31
Properties=species:S:1:pos:R:3:nbo_charge:R:1 method="wB97M-V/def2-TZVPD" mol_weight_g_mol=303.4 total_charge=0 lumo_ev=0.305 de_lowest_kcal_mol=0.0 energy_ha=-1653.275257
F -5.78230 0.24858 -0.38582 -0.32
C -5.06580 0.96187 0.53648 0.98
F -5.08995 2.26657 0.12433 -0.33
F -5.76814 0.91372 1.71504 -0.33
C -3.65564 0.44667 0.68339 -0.15
C -2.65360 1.31404 1.11006 -0.17
C -1.32514 0.87712 1.11001 -0.22
C -1.00201 -0.44249 0.76377 0.10
C 0.45813 -0.96261 0.94413 -0.42
C 0.53998 -2.37173 0.56223 0.28
N 0.63474 -3.49434 0.25805 -0.28
C -2.04339 -1.31259 0.42687 -0.24
C -3.37406 -0.88332 0.40027 -0.15
H -2.91036 2.31276 1.44901 0.24
H -0.53449 1.56148 1.41157 0.21
H 0.68842 -0.83551 2.01935 0.27
H -1.83125 -2.35473 0.18238 0.24
H -4.17422 -1.58119 0.16107 0.24
C 4.18497 0.34304 -1.72428 -0.43
C 4.25613 -0.01630 -0.24899 -0.54
S 3.07781 -1.28676 0.20921 0.23
C 1.54276 -0.26763 0.21155 -0.45
S 1.48626 -0.46411 -1.61278 0.21
C 2.75956 0.71520 -2.10930 -0.53
H 4.85180 1.19155 -1.91821 0.22
H 4.53233 -0.50878 -2.31586 0.21
H 5.22686 -0.45867 0.01770 0.24
H 4.07207 0.87089 0.36208 0.21
H 1.73713 0.75850 0.53391 0.24
H 2.49019 1.68523 -1.67675 0.21
H 2.67121 0.77354 -3.20049 0.24

---

(4)
13
Properties=species:S:1:pos:R:3:nbo_charge:R:1 method="wB97M-V/def2-TZVPD" mol_weight_g_mol=85.1 total_charge=0 lumo_ev=0.754 smiles="C[C@H]1NCC1=O" de_lowest_kcal_mol=38.9 energy_ha=-286.569686
C 1.26542 -1.22018 0.27629 -0.62
C 0.13662 -0.22670 0.44911 -0.16
N 0.32837 1.16819 -0.02007 -0.61
C -1.04774 1.24036 -0.55893 -0.34
C -1.03277 -0.28598 -0.53421 0.61
O -1.57748 -1.16384 -1.14246 -0.50
H 2.13960 -0.93801 0.87196 0.22
H 1.56479 -1.29378 -0.77305 0.22
H 0.92762 -2.20839 0.60878 0.22
H -0.26139 -0.27074 1.47751 0.19
H 0.52647 1.83824 0.71512 0.36
H -1.17007 1.74248 -1.52261 0.21
H -1.79944 1.61835 0.15255 0.20